A structure of composition C3H6O3, computed with ωB97M-V/def2-TZVPD.

**ΔE to the lowest compared entry with this formula, charge and spin**: 84.6 kcal/mol
**HOMO-LUMO gap**: 10.501 eV

Each line ends with the Mulliken charge.
Atoms and positions in Å:
C -1.16011 -0.32439 -0.89932  -0.05
C 1.44849 0.07204 -0.22669  -0.76
C -0.59468 0.33246 1.30315  0.24
O -1.46410 -1.03709 0.11316  -0.57
O 0.14396 0.64815 -0.13541  -0.34
O -1.30857 1.16510 1.71574  -0.40
H -1.79032 0.53258 -1.17303  0.23
H -0.64926 -0.78605 -1.75883  0.29
H 0.02220 -0.40914 1.81598  0.38
H 1.40009 -1.01936 -0.15732  0.38
H 1.88402 0.36431 -1.18134  0.27
H 2.06828 0.46139 0.58390  0.33


The molecule C3H6O3, computed with ωB97M-V/def2-TZVPD.

**ΔE to the lowest compared entry with this formula, charge and spin**: 91.2 kcal/mol
**HOMO-LUMO gap**: 8.876 eV

Each line ends with the Mulliken charge.
Atoms and positions in Å:
O 1.40501 -0.61875 -0.32639  -0.51
C 0.25750 -0.18528 1.23410  -0.29
C -0.85624 0.13581 0.44496  -0.03
O -1.09309 1.47361 0.21923  -0.55
C 0.04699 -0.45345 -1.00346  0.23
O 0.00038 0.42527 -1.87276  -0.71
H 1.87924 0.17982 -0.61588  0.36
H 0.90493 0.60050 1.61136  0.24
H 0.36594 -1.16801 1.68111  0.24
H -1.74045 -0.50190 0.52022  0.34
H -0.86502 1.59720 -0.73093  0.36
H -0.30517 -1.48484 -1.16158  0.31


A cluster of 2 separate species, C3H6O3 in total, computed with ωB97M-V/def2-TZVPD.

**Spin multiplicity**: 2
**Charge**: +1
**ΔE to the lowest compared entry with this formula, charge and spin**: 16.3 kcal/mol
**HOMO-LUMO gap (spin up / spin down)**: 8.214 / 4.481 eV

Each line ends with the Mulliken charge.
Atoms and positions in Å:
C -1.53883 -1.54406 0.55552  -0.46
C -1.92832 -0.62968 -0.42520  0.30
O -1.44487 0.57722 -0.44815  -0.31
H -1.94232 -2.54683 0.54148  0.31
H -1.00364 -1.17197 1.42495  0.33
H -2.59227 -0.80054 -1.26710  0.41
H -0.91551 0.70682 -1.26112  0.42
O 2.16898 2.12436 0.97742  -0.42
C 2.52797 1.40703 0.09681  0.20
O 1.98749 0.19355 -0.17282  -0.40
H 3.50522 1.54333 -0.37432  0.34
H 1.17609 0.14078 0.35252  0.28


A cluster of 2 separate species, C3H6O3 in total, computed with ωB97M-V/def2-TZVPD.

**Spin multiplicity**: 2
**Charge**: +1
**ΔE to the lowest compared entry with this formula, charge and spin**: 26.8 kcal/mol
**HOMO-LUMO gap (spin up / spin down)**: 7.576 / 4.148 eV

Each line ends with the Mulliken charge.
Atoms and positions in Å:
O 0.65561 1.09808 3.09401  -0.01
C 0.29257 0.43551 2.15331  0.34
C 0.43603 -1.05204 1.94947  -0.69
H -0.42401 1.11154 1.58900  0.36
H 0.82516 -1.50130 2.91815  0.36
H -0.50356 -1.50341 1.50268  0.32
H 1.28329 -1.13756 1.18403  0.31
O -0.55051 1.16241 -2.46603  -0.44
C -0.81669 -0.02105 -2.29935  0.29
O 0.07540 -1.09016 -2.30967  -0.44
H -1.83161 -0.55879 -2.12812  0.24
H -0.26467 -1.94761 -2.43277  0.35


The ion C3H6O3P with charge -1, computed with ωB97M-V/def2-TZVPD.

**Charge**: -1
**ΔE to the lowest compared entry with this formula, charge and spin**: 47.8 kcal/mol
**HOMO-LUMO gap**: 8.486 eV
**SMILES string**: CC[P@@](=O)([O-])C=O

Each line ends with the Mulliken charge.
Atoms and positions in Å:
C 1.91646 -0.31063 -0.09463  -1.21
C 0.71325 0.60019 0.04104  -0.31
P -0.77273 -0.53690 0.16445  0.83
O -1.00430 -1.26079 -1.41056  -0.81
O -0.88979 -1.48386 1.32235  -0.75
C -2.20814 0.59407 0.25312  -0.02
O -2.32110 1.77617 0.07715  -0.47
H 2.24016 -0.88801 0.75765  0.29
H 1.51142 -0.99405 -0.84933  0.32
H 2.85018 0.01483 -0.57028  0.33
H 0.74489 1.13266 -0.88179  0.26
H 0.53351 1.30853 0.89727  0.32
H -3.31383 0.04781 0.29355  0.23


A cluster of 2 separate species, C3H6O4 in total, computed with ωB97M-V/def2-TZVPD.

**ΔE to the lowest compared entry with this formula, charge and spin**: 166.9 kcal/mol
**HOMO-LUMO gap (spin up / spin down)**: 8.340 / 6.380 eV

Each line ends with the Mulliken charge.
Atoms and positions in Å:
C 1.20629 -0.75510 -0.26268  0.35
C 0.95111 0.70824 -0.07873  0.17
C -2.29099 -0.14062 0.03031  -0.58
O 0.76739 -0.12535 0.99920  -0.33
O 2.50354 -1.24449 -0.30210  -0.53
O 1.29311 1.95453 -0.04311  -0.43
O -1.65856 0.73274 -0.72953  -0.53
H 0.43764 -1.33943 -0.74103  0.40
H -3.01498 0.34706 0.64500  0.30
H -1.76494 -0.90265 0.62756  0.23
H -2.69427 -1.03089 -0.75230  0.19
H 3.29857 -0.66526 -0.21150  0.35
H 0.96607 2.46121 0.81893  0.41


A cluster of 2 separate species, C3H6O4 in total, computed with ωB97M-V/def2-TZVPD.

**ΔE to the lowest compared entry with this formula, charge and spin**: 72.5 kcal/mol
**HOMO-LUMO gap**: 9.645 eV

Each line ends with the Mulliken charge.
Atoms and positions in Å:
C 2.26371 0.78665 0.01307  0.32
C -0.11214 -0.92816 0.23530  -0.08
C -2.02684 0.50418 0.68708  -0.57
O 3.17675 0.08462 0.20792  -0.46
O 1.52382 0.78096 -1.15178  -0.43
O 0.19656 -2.06026 -0.29652  -0.23
O -1.41491 -0.60045 0.03109  -0.22
H 1.62625 1.41148 0.69212  0.28
H -2.66456 0.18271 1.42039  0.29
H -2.62912 1.00836 -0.10369  0.21
H -1.29279 1.11306 1.09094  0.29
H 1.73526 0.07647 -1.79385  0.31
H -0.38200 -2.35966 -1.03207  0.30


A structure of composition C3H6O4Pb, computed with ωB97M-V/def2-TZVPD.

**HOMO-LUMO gap**: 5.729 eV

Each line ends with the Mulliken charge.
Atoms and positions in Å:
O 1.87946 -0.16510 -0.29205  -0.42
C 0.80780 -1.11837 -0.38607  -0.19
C -0.27413 -0.78771 0.63129  -0.59
O -1.48201 -0.47616 -0.02664  -0.34
C -2.06625 0.77067 0.13211  0.56
O -3.26754 0.72468 0.41240  -0.66
O -1.34980 1.79624 0.00827  -0.60
H 2.73934 -0.58372 -0.41739  0.35
H 1.21005 -2.12451 -0.21753  0.36
H 0.41978 -1.07267 -1.41078  0.28
H 0.04351 0.02564 1.29923  0.39
H -0.47083 -1.66564 1.26227  0.29
Pb 1.77539 1.93782 -0.25700  0.49
H 0.03523 2.73882 -0.73811  0.07


A structure of composition C3H6O4Sn, computed with ωB97M-V/def2-TZVPD.

**Spin multiplicity**: 2
**Charge**: +1
**ΔE to the lowest compared entry with this formula, charge and spin**: 0.0 kcal/mol
**HOMO-LUMO gap (spin up / spin down)**: 9.187 / 8.145 eV

Each line ends with the Mulliken charge.
Atoms and positions in Å:
O 1.13221 -0.22680 -0.30708  -0.19
C 0.75027 -1.39001 0.23906  0.74
O 1.11847 -2.48693 -0.00787  -0.38
O -0.31597 -1.03604 0.99954  -0.24
C -1.36184 -1.92846 1.23491  -0.49
H -1.20072 -2.95103 0.90289  0.34
H -1.91634 -1.65679 2.12838  0.35
C 2.21967 -0.21853 -1.26214  -0.56
H 3.11792 -0.60007 -0.76855  0.29
H 1.94025 -0.83307 -2.12265  0.31
H 2.34299 0.82674 -1.55118  0.29
O -1.90743 1.53502 0.26970  -0.64
H -2.69330 0.86534 0.41654  0.34
Sn -0.22344 1.02547 0.53824  0.86


A cluster of 2 separate species, C3H6OS in total, computed with ωB97M-V/def2-TZVPD.

**ΔE to the lowest compared entry with this formula, charge and spin**: 136.9 kcal/mol
**HOMO-LUMO gap (spin up / spin down)**: 8.669 / 7.839 eV

Each line ends with the Mulliken charge.
Atoms and positions in Å:
C -1.43492 0.31584 -0.43685  -0.15
C -1.04872 -0.16255 0.88253  -0.23
C 1.62017 0.57167 0.85529  -0.67
O -0.75102 -0.87672 -0.23727  -0.30
S 1.82196 -0.33560 -0.56811  -0.10
H -2.43895 0.30089 -0.90246  0.26
H -0.91277 1.28620 -0.77543  0.16
H -1.55019 -0.55776 1.67085  0.26
H 1.98451 0.09768 1.75919  0.35
H 1.40376 1.63186 0.69235  0.30
H 0.78455 0.35910 -1.28981  0.12


The molecule C3H6OS, computed with ωB97M-V/def2-TZVPD.

**ΔE to the lowest compared entry with this formula, charge and spin**: 18.8 kcal/mol
**HOMO-LUMO gap**: 9.893 eV
**SMILES string**: CSCC=O

Each line ends with the Mulliken charge.
Atoms and positions in Å:
C -2.03889 0.04374 -0.12147  -0.78
S -0.48644 -1.04154 -0.16587  -0.07
C 0.74430 0.24933 -0.05562  -0.41
C 2.10233 -0.39559 0.25080  -0.11
O 3.10492 -0.36583 -0.42740  -0.45
H -1.92323 0.71024 -0.95969  0.27
H -2.08177 0.63869 0.78200  0.27
H -2.85051 -0.66913 -0.23723  0.30
H 0.77773 0.90217 -0.96510  0.32
H 0.50062 0.94699 0.77115  0.29
H 2.15095 -1.01908 1.12844  0.38


A structure of composition C3H6OS, computed with ωB97M-V/def2-TZVPD.

**ΔE to the lowest compared entry with this formula, charge and spin**: 154.1 kcal/mol
**HOMO-LUMO gap**: 8.213 eV

Each line ends with the Mulliken charge.
Atoms and positions in Å:
C -0.19240 0.91290 -0.80461  -0.14
C -0.42523 -0.47205 -0.15310  -0.86
C -0.14108 -0.70699 1.23749  0.02
H 1.54482 0.36781 0.03042  0.34
H 0.08904 0.53539 -2.10812  0.19
H -1.19769 2.00080 -0.72560  0.26
H -1.45624 -0.62142 -0.44830  0.33
H 0.58722 -1.20440 -0.43729  0.34
H -0.94919 -0.67822 2.13065  0.27
O 0.95991 1.51736 -0.19705  -0.49
S 1.18084 -1.65118 1.47552  -0.25


The molecule C3H6OS, computed with ωB97M-V/def2-TZVPD.

**ΔE to the lowest compared entry with this formula, charge and spin**: 31.6 kcal/mol
**HOMO-LUMO gap**: 8.642 eV
**SMILES string**: CC(=S)CO

Each line ends with the Mulliken charge.
Atoms and positions in Å:
C 0.15720 1.32402 0.01024  -0.82
C 0.86082 -0.06471 0.06207  0.26
S 2.40206 -0.46617 -0.19605  -0.27
C -0.23908 -1.05815 0.28384  -0.49
O -1.44617 -0.60978 -0.35570  -0.53
H 0.83243 2.18388 -0.29413  0.31
H -0.72610 1.25146 -0.66661  0.27
H -0.15652 1.32846 1.02117  0.30
H 0.05456 -2.05019 0.05608  0.38
H -0.41004 -1.05732 1.36342  0.28
H -1.32915 -0.78150 -1.28434  0.32


A structure of composition C3H6OS, computed with ωB97M-V/def2-TZVPD.

**Spin multiplicity**: 3
**ΔE to the lowest compared entry with this formula, charge and spin**: 0.0 kcal/mol
**HOMO-LUMO gap (spin up / spin down)**: 8.249 / 9.184 eV

Each line ends with the Mulliken charge.
Atoms and positions in Å:
C 0.46495 1.26849 -0.02278  -0.75
C -0.23261 0.22697 -0.63978  -0.04
C -0.94755 -0.65511 0.30505  -0.97
O 1.52630 -1.17549 -0.05762  -0.40
S 2.03200 0.16332 0.25190  0.29
H 0.75097 2.00493 -0.73406  0.33
H 0.18380 1.54741 0.90056  0.39
H -0.20517 -0.16244 -1.70344  0.30
H -0.84738 -0.54996 1.39466  0.27
H -0.64011 -1.76192 0.20223  0.27
H -2.08520 -0.90619 0.10329  0.31


The molecule C3H6OS2, computed with ωB97M-V/def2-TZVPD.

**ΔE to the lowest compared entry with this formula, charge and spin**: 31.2 kcal/mol
**HOMO-LUMO gap**: 8.630 eV
**SMILES string**: COCC(=S)S

Each line ends with the Mulliken charge.
Atoms and positions in Å:
C 2.88464 0.66903 0.63945  -0.73
O 1.54467 0.27636 0.80632  -0.31
C 0.83396 0.42853 -0.39647  -0.41
C -0.60657 -0.09708 -0.31841  0.14
S -1.47120 -0.04996 -1.69319  -0.24
S -1.19632 -0.68885 1.19333  -0.16
H 2.95509 1.76119 0.40418  0.30
H 3.41496 0.12942 -0.14283  0.31
H 3.39787 0.48662 1.61240  0.23
H 1.30273 -0.08179 -1.23090  0.34
H 0.82552 1.48082 -0.64579  0.35
H -0.24528 -0.16906 2.00269  0.18


The molecule C3H6OS2, computed with ωB97M-V/def2-TZVPD.

**ΔE to the lowest compared entry with this formula, charge and spin**: 58.6 kcal/mol
**HOMO-LUMO gap**: 9.362 eV
**SMILES string**: C1OCSCS1

Each line ends with the Mulliken charge.
Atoms and positions in Å:
C 0.72500 -1.28330 0.34425  -0.19
O -0.09477 -0.47145 1.26401  -0.41
C -1.16961 0.20065 0.77615  -0.52
S -0.98791 1.62477 -0.24397  -0.13
C 0.55298 1.15529 -1.03475  -0.53
S 0.66679 -0.62738 -1.22680  -0.12
H 1.69088 -1.10567 1.08526  0.20
H 0.40684 -2.38226 0.29835  0.24
H -1.72970 -0.40490 0.06704  0.42
H -1.85515 0.37734 1.57095  0.36
H 0.34612 1.33152 -2.23305  0.27
H 1.44852 1.58541 -0.66745  0.41


A cluster of 2 separate species, C3H6OS2 in total, computed with ωB97M-V/def2-TZVPD.

**Spin multiplicity**: 2
**Charge**: +1
**ΔE to the lowest compared entry with this formula, charge and spin**: 79.9 kcal/mol
**HOMO-LUMO gap (spin up / spin down)**: 4.278 / 4.446 eV

Each line ends with the Mulliken charge.
Atoms and positions in Å:
C 0.06860 1.43765 -0.08680  -0.69
C 1.55749 1.75386 0.10082  -0.05
O 2.09978 2.83043 0.06068  -0.38
C -0.17556 -0.06392 -0.38392  -0.10
S -1.71982 -0.15141 -1.15852  0.21
S 0.04183 -2.57623 1.28288  0.12
H -0.50884 1.71652 0.76459  0.42
H -0.26279 2.10314 -0.87040  0.43
H 2.23238 0.84662 0.18946  0.29
H 0.43882 -0.50087 -1.17863  0.50
H 0.14989 -0.65609 0.56128  -0.02
H -1.18285 -2.12154 0.97709  0.28


A structure of composition C3H6OS3, computed with ωB97M-V/def2-TZVPD.

**ΔE to the lowest compared entry with this formula, charge and spin**: 56.9 kcal/mol
**HOMO-LUMO gap**: 8.369 eV

Each line ends with the Mulliken charge.
Atoms and positions in Å:
C -0.02847 -0.91895 -0.83136  -0.22
C -0.27373 0.43676 -0.17017  -0.96
C 0.50066 0.66556 1.02264  0.38
H 2.10928 0.02182 -1.36580  0.35
H -0.10083 -1.84249 -0.35019  0.37
H -0.86424 -0.87580 -1.63048  0.26
H 0.05803 1.16306 -0.85201  0.50
H -1.77480 1.96154 0.46591  0.18
H -0.84642 -1.33055 1.56025  0.16
O 1.08699 -0.73618 -1.66018  -0.58
S -1.99037 0.57136 0.29019  -0.09
S 0.30696 -0.73571 2.23466  -0.17
S 1.81692 1.61959 1.28653  -0.18


A cluster of 2 separate species, C3H6OSe in total, computed with ωB97M-V/def2-TZVPD.

**ΔE to the lowest compared entry with this formula, charge and spin**: 55.3 kcal/mol
**HOMO-LUMO gap**: 8.682 eV

Each line ends with the Mulliken charge.
Atoms and positions in Å:
C -0.23974 -0.32712 2.23075  0.00
C 0.14386 1.28433 -0.80002  -0.79
C -0.79889 -1.17600 0.26656  -0.84
O -0.72519 0.73895 2.25670  -0.33
Se -1.54700 0.38693 -0.46067  0.10
H 0.21499 -0.84030 2.97992  0.37
H -0.12530 2.27266 -1.13987  0.30
H 0.83460 1.24634 0.10156  0.24
H 0.62742 0.74994 -1.70220  0.25
H 0.18269 -1.64018 -0.14971  0.27
H -1.37587 -1.98555 0.45922  0.44


The molecule C3H6P2, computed with ωB97M-V/def2-TZVPD.

**ΔE to the lowest compared entry with this formula, charge and spin**: 59.0 kcal/mol
**HOMO-LUMO gap**: 8.049 eV
**SMILES string**: [H]/P=C/P=C/C

Each line ends with the Mulliken charge.
Atoms and positions in Å:
H 4.08838 0.19021 -0.09475  -0.02
P 2.85867 0.54920 0.17641  -0.06
C 2.13518 -0.93602 -0.09189  -0.30
P 0.10401 -0.84653 0.09237  -0.09
C -0.83579 0.58825 -0.02620  -0.06
C -2.32502 0.24085 0.14890  -1.02
H 2.50976 -1.98416 -0.14061  0.31
H -0.47673 1.60959 -0.40790  0.31
H -2.88321 0.60761 -0.77444  0.27
H -2.42468 -0.78036 0.04004  0.41
H -2.75056 0.76136 1.07808  0.24